Entry 1:
16
Properties=species:S:1:pos:R:3 method="wB97M-V/def2-TZVPD" orbital_gap_ev=10.8 fmax_ev_per_a=6.4 smiles="C/[NH+]=C/C1CC1" total_charge=+1 total_energy_ha=-250.9441
C 2.615 -0.154 -0.078
N 1.147 -0.228 -0.060
C 0.273 0.705 0.198
C -1.168 0.684 0.249
C -1.759 -0.623 0.452
C -2.065 0.050 -0.728
H 3.134 -1.095 -0.499
H 2.934 0.698 -0.677
H 2.883 0.022 0.977
H 0.815 -1.252 -0.233
H 0.792 1.689 0.450
H -1.593 1.576 0.732
H -1.031 -1.543 0.369
H -2.382 -0.640 1.380
H -1.477 -0.312 -1.616
H -3.117 0.424 -0.916



Entry 2:
16
Properties=species:S:1:pos:R:3 method="wB97M-V/def2-TZVPD" orbital_gap_ev=10.1 fmax_ev_per_a=5.6 smiles="CC1=C[C@]1(C)[NH3+]" total_charge=+1 total_energy_ha=-250.9007
C 2.214 0.254 -0.464
C 1.150 -0.132 0.387
C 0.340 -0.152 1.420
C -0.578 -0.044 0.259
C -1.345 1.163 -0.044
N -1.193 -1.350 -0.287
H 2.026 0.154 -1.510
H 3.145 -0.096 -0.071
H 2.505 1.311 -0.371
H 0.345 -0.494 2.463
H -2.182 1.371 0.511
H -1.576 1.095 -1.132
H -0.736 1.958 0.090
H -2.188 -1.302 -0.220
H -0.930 -2.191 0.254
H -0.995 -1.546 -1.285



Entry 3:
16
Properties=species:S:1:pos:R:3 method="wB97M-V/def2-TZVPD" orbital_gap_ev=11.6 fmax_ev_per_a=4.4 smiles=C[C@@H]1[C@H]2C[NH2+][C@@H]12 total_charge=+1 total_energy_ha=-250.9285
C -2.239 0.092 0.067
C -0.759 0.294 0.323
C 0.210 0.460 -0.801
C 1.614 0.662 -0.281
N 1.533 -0.512 0.618
C 0.214 -0.891 -0.103
H -2.730 -0.359 1.006
H -2.323 -0.689 -0.740
H -2.762 0.860 -0.437
H -0.434 0.639 1.263
H 0.017 0.644 -1.869
H 2.358 0.612 -1.002
H 1.828 1.704 0.214
H 2.132 -1.284 0.443
H 1.365 -0.321 1.621
H -0.023 -1.913 -0.321



Entry 4:
16
Properties=species:S:1:pos:R:3 method="wB97M-V/def2-TZVPD" orbital_gap_ev=11.8 fmax_ev_per_a=4.5 smiles=C[C@H]1[C@@H]2[NH2+][C@]12C total_charge=+1 total_energy_ha=-250.8956
C -0.571 -0.482 -1.773
C 0.101 -0.984 -0.498
C 1.276 -0.205 -0.051
N 1.147 -0.625 1.389
C 0.031 0.037 0.700
C -0.924 1.133 0.994
H -1.255 -1.106 -2.184
H 0.099 -0.130 -2.544
H -1.137 0.375 -1.576
H -0.191 -2.037 -0.199
H 2.141 0.218 -0.687
H 1.200 -1.611 1.484
H 1.440 0.099 2.161
H -1.525 1.148 0.085
H -0.553 2.138 1.121
H -1.555 0.835 1.760



Entry 5:
16
Properties=species:S:1:pos:R:3 method="wB97M-V/def2-TZVPD" orbital_gap_ev=8.1 fmax_ev_per_a=6.0 total_charge=+1 total_energy_ha=-250.8910
C -1.021 -2.654 -0.107
C -0.006 -0.573 -0.599
C 0.273 0.663 0.054
C -0.758 1.184 1.008
C 1.380 1.473 -0.245
N -1.092 -1.405 -0.376
H -0.048 -3.146 -0.124
H -1.851 -3.177 0.250
H 0.139 -0.356 -1.734
H 1.065 -1.164 -0.791
H -0.353 2.116 1.422
H -1.195 0.439 1.746
H -1.649 1.395 0.483
H 1.378 2.447 0.457
H 1.423 1.815 -1.312
H 2.314 0.943 -0.131



Entry 6:
16
Properties=species:S:1:pos:R:3 method="wB97M-V/def2-TZVPD" orbital_gap_ev=10.0 fmax_ev_per_a=6.3 smiles="C/C=C1/C[C@H]1[NH3+]" total_charge=+1 total_energy_ha=-250.8932
C 2.304 0.668 -0.158
C 1.458 -0.526 0.276
C 0.204 -0.863 0.049
C -1.067 -1.508 0.134
C -1.211 -0.194 -0.676
N -1.689 0.966 0.265
H 2.012 1.309 -1.010
H 3.345 0.297 -0.392
H 2.349 1.353 0.718
H 2.067 -1.307 0.740
H -1.227 -2.437 -0.483
H -1.607 -1.599 1.063
H -1.208 -0.166 -1.744
H -2.668 0.814 0.308
H -1.673 1.890 -0.254
H -1.389 1.302 1.164



Entry 7:
16
Properties=species:S:1:pos:R:3 method="wB97M-V/def2-TZVPD" orbital_gap_ev=10.3 fmax_ev_per_a=3.8 total_charge=+1 total_energy_ha=-250.8277
C 1.342 1.863 1.059
C 2.231 0.974 0.542
C -1.769 -1.416 -1.560
C -0.468 -1.977 -0.989
C -0.954 -0.914 -0.407
N -0.872 0.047 0.643
H 0.811 2.671 0.446
H 1.511 2.074 2.108
H 2.095 0.552 -0.509
H -1.729 -0.890 -2.640
H -2.799 -1.962 -1.493
H 2.980 0.588 1.223
H 0.316 -2.534 -1.342
H -1.894 0.532 0.800
H -0.063 0.771 0.572
H -0.738 -0.379 1.546



Entry 8:
16
Properties=species:S:1:pos:R:3 method="wB97M-V/def2-TZVPD" orbital_gap_ev=7.6 fmax_ev_per_a=5.8 total_charge=+1 total_energy_ha=-250.7173
C -0.892 -1.452 -0.785
C 0.524 -0.021 -0.374
C -1.374 -2.111 0.353
C -1.694 1.462 0.026
C -0.510 0.668 -0.158
N 3.036 0.987 -0.024
H -2.382 -2.716 0.230
H -1.449 -1.742 1.346
H -0.868 -3.088 0.420
H -1.873 1.876 -0.929
H -1.600 2.199 0.745
H -2.401 0.707 0.256
H 1.523 -0.180 -0.621
H 3.202 1.603 0.705
H 2.909 1.363 -0.937
H 3.849 0.446 -0.254



Entry 9:
16
Properties=species:S:1:pos:R:3 method="wB97M-V/def2-TZVPD" orbital_gap_ev=11.0 fmax_ev_per_a=4.5 smiles=C#C[C@H](C)[NH2+]C total_charge=+1 total_energy_ha=-250.9155
C 0.058 1.618 -2.515
C 0.148 0.999 -1.461
C 0.422 0.100 -0.408
C 0.565 -1.498 -0.722
N -0.726 0.208 0.610
C -0.295 0.093 2.098
H 0.063 2.357 -3.281
H 1.348 0.412 -0.050
H -0.369 -1.714 -1.365
H 1.500 -1.651 -1.329
H 0.598 -1.973 0.267
H -1.371 -0.600 0.347
H -1.209 1.117 0.576
H -0.017 1.107 2.356
H -1.206 0.037 2.655
H 0.491 -0.612 2.222



Entry 10:
16
Properties=species:S:1:pos:R:3 method="wB97M-V/def2-TZVPD" orbital_gap_ev="6.2 / 7.6" multiplicity=3 s_squared=2.008 fmax_ev_per_a=10.4 total_charge=+1 total_energy_ha=-250.7219
C 0.786 1.461 -0.493
C -0.111 0.500 -0.593
C 1.407 0.147 -0.611
C -2.100 -0.374 0.610
C -1.390 -0.166 -0.715
N 1.981 -0.419 0.680
H 1.177 2.467 -0.196
H 2.069 -0.273 -1.466
H -1.660 -1.144 1.134
H -3.046 -0.817 0.257
H -2.196 0.604 0.927
H -1.988 0.655 -1.299
H -1.246 -1.138 -1.363
H 1.542 -1.346 0.963
H 1.757 0.116 1.487
H 3.016 -0.271 0.677



Entry 11:
17
Properties=species:S:1:pos:R:3 method="wB97M-V/def2-TZVPD" orbital_gap_ev="7.1 / 10.5" fmax_ev_per_a=2.5 total_energy_ha=-305.8539
C -1.645 0.442 0.065
C -1.817 1.448 -0.995
C 0.771 0.699 0.309
N 1.117 1.776 0.052
H -1.897 -0.589 -0.148
H -1.684 0.735 1.106
H -1.332 2.392 -0.751
H -2.898 1.639 -1.115
H -1.456 1.095 -1.962
C 1.516 -1.537 -0.386
C 0.858 -0.747 0.788
N 1.465 -0.884 2.020
H 2.167 -0.151 2.135
H -0.170 -1.150 0.844
H 1.570 -2.588 -0.106
H 2.521 -1.158 -0.566
H 0.912 -1.422 -1.290



Entry 12:
17
Properties=species:S:1:pos:R:3 method="wB97M-V/def2-TZVPD" orbital_gap_ev=9.0 fmax_ev_per_a=3.9 smiles=CN1C[C@@H]2N[C@H]2C1 total_energy_ha=-305.7741
C 2.176 0.126 0.552
N 1.146 0.029 -0.482
C 0.132 1.200 -0.288
C -1.216 0.526 -0.525
N -2.201 -0.011 0.458
C -0.967 -0.745 0.473
C 0.329 -1.214 -0.533
H 2.707 -0.936 0.646
H 1.832 0.273 1.749
H 3.010 0.858 0.312
H 0.339 1.562 0.687
H 0.175 2.301 -0.766
H -1.501 0.051 -1.452
H -2.505 0.292 1.342
H -0.379 -0.393 1.316
H 0.765 -2.106 -0.037
H 0.216 -1.383 -1.699



Entry 13:
17
Properties=species:S:1:pos:R:3 method="wB97M-V/def2-TZVPD" orbital_gap_ev=10.5 fmax_ev_per_a=0.7 smiles=C[C@H]1N[C@H]1[C@H]1CN1 total_energy_ha=-305.9424
C 0.646 -0.610 -1.789
C -0.786 -0.451 -1.311
N -1.307 -1.174 -0.157
C -1.008 0.257 -0.028
C 0.162 0.909 0.662
C 0.297 0.956 2.134
N 1.223 0.159 1.323
H 0.743 -1.377 -2.564
H 1.345 -0.848 -0.977
H 0.979 0.343 -2.217
H -1.525 -0.358 -2.101
H -0.625 -1.857 0.146
H -1.925 0.840 0.060
H 0.532 1.771 0.101
H 0.738 1.830 2.609
H -0.449 0.433 2.729
H 0.959 -0.823 1.381



Entry 14:
17
Properties=species:S:1:pos:R:3 method="wB97M-V/def2-TZVPD" orbital_gap_ev=8.9 fmax_ev_per_a=4.0 total_energy_ha=-305.9231
C 1.592 1.388 -0.335
N 1.340 0.492 0.524
C 1.496 -0.899 0.339
C 0.348 -1.601 -0.191
C -0.897 -1.152 -0.147
N -1.223 -0.073 0.660
C -1.987 0.929 0.031
H 1.158 2.421 -0.212
H 2.212 1.100 -1.214
H 1.850 -1.154 1.451
H 2.291 -0.959 -0.385
H 0.541 -2.519 -0.776
H -1.712 -1.563 -0.652
H -0.345 0.296 1.172
H -1.365 1.447 -0.661
H -2.796 0.388 -0.477
H -2.503 1.458 0.872



Entry 15:
17
Properties=species:S:1:pos:R:3 method="wB97M-V/def2-TZVPD" orbital_gap_ev=7.7 fmax_ev_per_a=2.5 total_energy_ha=-305.7956
C 1.490 -0.960 0.601
C -0.135 0.686 1.331
N 0.336 -0.141 0.213
C -1.772 -0.922 -0.862
N -0.920 -1.325 -0.054
H 2.351 -0.328 0.828
H 1.257 -1.553 1.484
H -1.032 1.218 1.031
H -0.358 0.062 2.197
H 0.638 1.414 1.587
H 1.722 -1.635 -0.220
H -1.710 0.142 -1.261
H -2.502 -1.594 -1.295
C 0.551 0.773 -1.206
C -0.260 1.708 -1.635
H -0.947 2.250 -0.994
H 1.290 0.203 -1.745



Entry 16:
17
Properties=species:S:1:pos:R:3 method="wB97M-V/def2-TZVPD" orbital_gap_ev=9.0 fmax_ev_per_a=1.3 total_energy_ha=-305.8486
C 0.787 0.023 0.563
C -1.076 -0.441 0.582
C 0.841 1.470 0.171
C -2.052 -0.013 -0.487
N 0.259 -1.275 -0.608
C 1.494 -0.981 -0.327
N 2.710 -1.222 -0.600
H 0.949 -0.219 1.610
H 2.777 -2.006 -1.249
H -1.269 -1.427 0.990
H -1.128 0.274 1.406
H 1.872 1.811 0.302
H 0.591 1.599 -0.883
H 0.180 2.095 0.776
H -3.033 0.146 -0.028
H -1.755 0.930 -0.948
H -2.147 -0.764 -1.269



Entry 17:
17
Properties=species:S:1:pos:R:3 method="wB97M-V/def2-TZVPD" orbital_gap_ev="6.7 / 6.7" fmax_ev_per_a=0.6 total_energy_ha=-305.8301
C 0.498 1.410 1.051
C 0.808 0.696 -0.255
C 0.882 -1.677 -0.794
N 0.237 -0.663 -0.333
N 1.876 0.873 -0.961
H 2.334 1.744 -0.710
H 1.169 1.040 1.831
H 0.682 2.474 0.912
H -0.530 1.274 1.382
H 1.945 -1.581 -0.961
H 0.331 -2.575 -1.034
C -1.230 -0.542 -0.481
C -2.018 -0.847 0.587
H -3.093 -0.858 0.476
H -1.576 -0.721 -1.497
H -0.705 0.865 -0.799
H -1.610 -0.912 1.586



Entry 18:
17
Properties=species:S:1:pos:R:3 method="wB97M-V/def2-TZVPD" orbital_gap_ev=9.9 fmax_ev_per_a=5.2 smiles="[H]/N=C(/N)C=C.C=C" total_energy_ha=-305.8571
H 1.551 1.606 0.203
N 1.907 0.880 -0.412
C 1.252 -0.210 -0.303
N 1.575 -1.265 -1.123
C 0.843 -0.796 1.301
C -0.308 -0.521 1.793
H 2.351 -1.126 -1.753
H 1.382 -2.207 -0.826
H 1.712 -1.338 1.652
H -1.037 -0.016 0.924
H -0.824 -0.844 2.680
C -1.548 0.347 -0.613
C -1.985 1.597 -0.674
H -2.175 -0.500 -0.862
H -0.328 0.107 -0.713
H -1.341 2.440 -0.465
H -3.028 1.847 -0.810



Entry 19:
17
Properties=species:S:1:pos:R:3 method="wB97M-V/def2-TZVPD" orbital_gap_ev=9.2 fmax_ev_per_a=2.2 smiles="C=C=CCN.C=N" total_energy_ha=-305.8768
C -0.095 1.656 -1.729
C 0.083 0.481 -1.189
C 0.695 -0.668 -0.898
C 1.110 -1.046 0.440
N 1.504 -0.008 1.345
H -1.029 2.198 -1.638
H 0.682 2.139 -2.311
H 0.556 -1.495 -1.590
H -0.041 -1.305 0.937
H 1.763 -1.925 0.443
H 1.489 0.956 1.031
H 2.402 -0.092 1.805
C -1.770 0.212 0.527
N -1.462 -0.804 1.275
H -1.460 1.194 0.858
H -2.471 0.159 -0.304
H -1.956 -1.653 0.997



Entry 20:
17
Properties=species:S:1:pos:R:3 method="wB97M-V/def2-TZVPD" orbital_gap_ev="9.0 / 5.5" multiplicity=2 s_squared=0.767 fmax_ev_per_a=3.5 total_charge=+1 total_energy_ha=-305.6129
C -0.939 -1.162 1.739
C 0.117 -1.583 0.526
C 0.629 -0.409 -0.160
C -0.006 0.595 -0.829
N 0.729 1.703 -1.327
C 1.828 1.455 -1.930
N -2.042 -0.281 1.524
H -1.271 -2.173 2.011
H -0.398 -0.867 2.640
H -0.563 -2.175 -0.100
H 0.866 -2.218 0.983
H 1.709 -0.439 -0.023
H -1.044 0.875 -0.711
H 2.504 0.621 -1.686
H 2.140 2.178 -2.687
H -2.326 -0.264 0.553
H -1.782 0.653 1.806



Entry 21:
17
Properties=species:S:1:pos:R:3 method="wB97M-V/def2-TZVPD" orbital_gap_ev=9.0 fmax_ev_per_a=4.6 smiles="CC1=[NH+]C(C)=[N+]1C" total_charge=+2 total_energy_ha=-305.2036
C 1.775 -1.399 -1.094
C 0.723 -0.719 -0.349
N 0.781 -0.624 1.070
C -0.194 0.243 1.277
C -0.801 1.020 2.283
N -0.278 0.132 -0.474
C -0.985 0.856 -1.486
H 1.930 -0.972 -2.074
H 1.464 -2.461 -1.424
H 2.724 -1.337 -0.389
H 1.552 -0.965 1.710
H -1.418 1.882 1.875
H -0.013 1.203 3.203
H -1.450 0.295 2.795
H -0.175 1.248 -2.155
H -1.533 1.694 -1.028
H -1.779 0.222 -2.105



Entry 22:
18
Properties=species:S:1:pos:R:3 method="wB97M-V/def2-TZVPD" orbital_gap_ev=10.2 fmax_ev_per_a=6.9 total_energy_ha=-381.1127
C 0.423 -1.358 -0.524
C -0.946 -0.914 -0.973
C -0.538 0.233 1.147
C 0.080 1.617 0.846
C 0.756 -0.273 0.634
H 1.024 -0.295 -2.068
H 0.484 -2.422 -0.009
H -0.687 -0.087 -1.481
H -1.602 -1.701 -1.385
H -2.102 0.613 -0.230
H -0.984 0.246 2.141
H -0.786 2.194 0.290
H 0.428 2.289 1.745
H 2.066 1.109 0.075
H 1.669 -0.552 1.246
N -1.588 -0.374 0.359
N 1.052 0.963 -0.066
O 1.251 -1.287 -1.746



Entry 23:
18
Properties=species:S:1:pos:R:3 method="wB97M-V/def2-TZVPD" orbital_gap_ev="8.6 / 9.6" fmax_ev_per_a=1.8 total_energy_ha=-381.0737
C -2.216 -0.935 1.726
C 2.193 2.195 -1.142
N 1.490 1.148 -1.184
H -2.317 -1.153 2.786
H -2.926 -1.387 1.065
H -1.316 -0.442 1.412
H 2.363 2.758 -2.057
H 2.646 2.578 -0.222
C 1.666 -0.999 -0.027
C 1.185 0.425 -0.014
C -2.128 -0.261 -0.817
N -1.575 -1.343 -0.776
O 0.496 0.903 0.863
H 1.725 -1.369 0.995
H 0.923 -1.592 -0.568
H 2.624 -1.100 -0.536
H -2.554 0.189 0.184
H -2.280 0.383 -1.688



Entry 24:
18
Properties=species:S:1:pos:R:3 method="wB97M-V/def2-TZVPD" orbital_gap_ev=9.4 fmax_ev_per_a=8.9 smiles="C/C=C/N(N)C(C)=O" total_energy_ha=-381.1252
C -2.906 0.008 0.108
C -1.374 -0.018 0.471
C -0.513 -0.792 -0.297
N 0.996 -0.828 -0.179
N 1.734 -1.990 -0.075
C 1.738 0.443 0.109
C 1.299 1.659 -0.366
O 2.945 0.262 0.528
H -3.332 -0.330 1.007
H -3.191 1.077 -0.145
H -3.213 -0.770 -0.627
H -0.986 0.471 1.473
H -0.980 -1.494 -0.913
H 2.065 -1.987 0.937
H 2.514 -1.684 -0.528
H 2.190 2.445 -0.318
H 0.188 1.919 0.264
H 0.827 1.609 -1.448



Entry 25:
18
Properties=species:S:1:pos:R:3 method="wB97M-V/def2-TZVPD" orbital_gap_ev=9.6 fmax_ev_per_a=7.5 smiles="C=C(C)/C(N)=N/CO" total_energy_ha=-381.1754
C 2.109 -1.076 0.657
C 1.492 -0.024 0.142
C 2.136 1.268 -0.218
C -0.276 -0.114 -0.178
N -0.595 -1.202 -0.900
N -0.777 0.845 0.402
C -2.504 0.701 0.045
O -3.140 -0.529 0.256
H 3.177 -1.069 0.852
H 1.589 -1.978 0.952
H 3.199 1.273 0.037
H 2.050 1.456 -1.289
H 1.622 2.081 0.295
H 0.135 -1.879 -1.053
H -1.563 -1.489 -0.909
H -2.877 1.482 0.710
H -2.659 0.983 -0.998
H -3.118 -0.730 1.198



Entry 26:
18
Properties=species:S:1:pos:R:3 method="wB97M-V/def2-TZVPD" orbital_gap_ev=10.1 fmax_ev_per_a=1.6 smiles="CC(=O)[C@@H](N)[C@@H]1CN1" total_energy_ha=-381.2252
C -0.860 0.585 -2.094
C -0.391 0.985 -0.724
O -0.849 1.919 -0.111
C 0.833 0.203 -0.146
N 1.443 0.865 0.982
C 0.155 -1.096 0.276
C -0.804 -1.145 1.408
N 0.502 -1.726 1.585
H -0.640 -0.456 -2.308
H -0.343 1.209 -2.825
H -1.928 0.773 -2.190
H 1.574 0.004 -0.923
H 2.063 1.604 0.673
H 0.721 1.314 1.542
H 0.060 -1.835 -0.511
H -1.058 -0.212 1.899
H -1.615 -1.861 1.357
H 1.139 -1.129 2.108



Entry 27:
18
Properties=species:S:1:pos:R:3 method="wB97M-V/def2-TZVPD" orbital_gap_ev=5.0 fmax_ev_per_a=6.3 total_energy_ha=-380.8649
O -1.292 -0.418 2.272
C -0.029 -0.487 2.415
C 0.682 -0.774 1.243
C 0.161 -0.705 -0.066
C 0.016 0.660 -0.821
C 1.163 1.780 0.182
N 1.346 1.496 -1.121
N -1.593 -0.889 -2.049
H 0.446 -0.388 3.409
H 1.751 -1.048 1.294
H 0.842 -1.303 -0.680
H -0.900 -1.201 -0.037
H -0.562 0.186 -1.855
H -0.909 1.089 -0.419
H 1.849 1.331 1.054
H 0.781 2.754 0.335
H -2.163 -0.413 -2.614
H -1.587 -1.670 -2.543



Entry 28:
18
Properties=species:S:1:pos:R:3 method="wB97M-V/def2-TZVPD" orbital_gap_ev=9.1 fmax_ev_per_a=3.6 smiles="C=C(N)C=O.C=NC" total_energy_ha=-381.1065
C 0.795 1.380 1.018
C -0.073 1.613 0.019
N -0.456 2.844 -0.458
C -0.671 0.461 -0.698
O -1.490 0.552 -1.579
H 1.234 2.182 1.592
H 1.021 0.373 1.324
H -1.278 2.847 -1.043
H -0.334 3.647 0.134
H -0.553 -0.564 -0.087
C 1.345 -1.649 -0.983
N 0.976 -2.329 -0.025
C -0.664 -2.089 0.708
H 2.346 -1.715 -1.403
H 0.688 -0.836 -1.417
H -1.648 -1.629 0.588
H -0.294 -1.951 1.718
H -0.944 -3.136 0.591



Entry 29:
18
Properties=species:S:1:pos:R:3 method="wB97M-V/def2-TZVPD" orbital_gap_ev=8.7 fmax_ev_per_a=1.5 total_energy_ha=-381.2758
C -1.911 0.409 -0.025
C -0.575 -0.271 0.097
C -0.100 -1.151 -0.800
N -0.665 -1.564 -1.975
C 0.195 0.077 1.355
C 1.680 0.312 1.112
N 1.990 1.490 0.493
O 2.559 -0.480 1.437
H -1.774 1.484 -0.177
H -2.494 0.260 0.890
H -2.515 0.027 -0.854
H 0.856 -1.649 -0.622
H -1.374 -0.945 -2.355
H 0.007 -1.873 -2.674
H 0.075 -0.720 2.099
H -0.204 0.993 1.810
H 2.960 1.614 0.231
H 1.291 1.987 -0.042